1.
{
  "formula": "C16H21BBrF4N9OPd",
  "method": "ωB97M-V/def2-TZVPD",
  "species": ["Pd", "N", "C", "N", "N", "N", "N", "C", "N", "N", "N", "N", "H", "C", "C", "C", "C", "C", "C", "C", "Br", "C", "O", "C", "C", "C", "C", "C", "C", "H", "H", "H", "H", "H", "H", "H", "H", "H", "H", "H", "H", "H", "H", "H", "H", "H", "H", "H", "H", "F", "B", "F", "F", "F"],
  "positions_angstrom": [[0.0228, -0.8224, -1.1585], [3.2626, -0.8919, -0.1710], [2.8337, 0.2192, -0.8579], [3.5718, 1.2832, -1.1180], [2.7503, 2.0885, -1.8310], [1.5980, 1.5442, -1.9893], [1.6213, 0.3347, -1.3819], [2.5803, -2.0898, -0.1809], [3.1142, -3.2371, 0.1894], [2.1115, -4.1339, 0.0305], [1.0502, -3.5619, -0.4124], [1.3150, -2.2460, -0.5617], [4.2301, -0.9268, 0.0922], [-7.2162, 1.0554, -1.4258], [-6.6952, 0.4040, -0.1372], [-6.5268, 1.4855, 0.9399], [-7.7511, -0.5923, 0.3444], [-5.3454, -0.2649, -0.3922], [-4.2953, 0.4793, -0.9221], [-3.0761, -0.1234, -1.0976], [-1.6222, 0.8999, -1.8039], [-2.7709, -1.4604, -0.7790], [-1.6254, -2.0018, -1.0890], [-3.8195, -2.1921, -0.1756], [-5.0650, -1.5822, -0.0374], [-3.6010, -3.6428, 0.2729], [-4.6510, -4.0821, 1.3056], [-3.7100, -4.5535, -0.9581], [-2.2261, -3.8422, 0.9273], [-8.1879, 1.5285, -1.2498], [-7.3308, 0.3075, -2.2138], [-6.5312, 1.8220, -1.7903], [-7.4839, 1.9753, 1.1514], [-5.8127, 2.2468, 0.6228], [-6.1423, 1.0475, 1.8622], [-8.7089, -0.0788, 0.4675], [-7.4793, -1.0286, 1.3073], [-7.8885, -1.4051, -0.3725], [-4.4115, 1.5272, -1.1720], [-5.8575, -2.1642, 0.4059], [-5.6591, -4.1548, 0.8892], [-4.6718, -3.3932, 2.1526], [-4.3846, -5.0742, 1.6782], [-4.6955, -4.4629, -1.4254], [-3.5518, -5.5993, -0.6743], [-2.9502, -4.2792, -1.6920], [-2.0704, -3.1203, 1.7306], [-1.4055, -3.7157, 0.2265], [-2.1794, -4.8530, 1.3470], [-0.1899, 1.2184, 1.4242], [-1.0805, 0.4825, 2.2305], [-0.5437, 0.3252, 3.5226], [-2.3172, 1.1652, 2.3119], [-1.2939, -0.7889, 1.6430]],
  "atomic_forces_ev_per_a": [[-0.07, -0.21, -0.18], [-0.08, 0.05, 0.06], [0.06, -0.14, -0.09], [0.00, 0.01, -0.05], [0.00, -0.02, 0.02], [0.06, -0.05, 0.02], [-0.14, 0.17, 0.11], [0.06, 0.02, -0.03], [-0.02, -0.06, 0.02], [0.01, 0.04, -0.02], [0.06, 0.00, -0.05], [-0.17, 0.04, 0.00], [0.01, 0.00, -0.01], [0.00, -0.01, -0.01], [0.00, 0.01, 0.00], [0.00, 0.00, 0.00], [0.00, -0.01, 0.00], [0.05, 0.05, -0.02], [-0.06, -0.02, 0.04], [0.09, -0.10, 0.03], [0.01, 0.07, 0.06], [-0.02, 0.19, -0.24], [0.32, 0.03, 0.10], [-0.20, -0.08, 0.04], [0.10, -0.02, 0.10], [0.00, -0.01, -0.03], [-0.01, 0.03, -0.08], [0.07, 0.01, -0.05], [0.08, 0.01, 0.10], [0.01, 0.00, 0.00], [-0.01, 0.00, 0.00], [0.00, -0.01, 0.00], [0.00, 0.00, -0.01], [0.00, -0.01, 0.01], [0.01, 0.01, -0.01], [0.00, 0.00, 0.00], [0.00, 0.00, -0.01], [-0.01, 0.01, 0.00], [0.00, -0.01, 0.00], [-0.02, -0.04, 0.04], [-0.02, 0.04, -0.03], [0.00, -0.01, 0.01], [0.00, 0.01, -0.01], [-0.01, -0.01, 0.01], [0.00, 0.01, 0.00], [0.00, 0.00, 0.02], [-0.02, 0.01, 0.01], [-0.10, -0.08, 0.06], [0.00, 0.00, 0.00], [-0.03, -0.03, 0.02], [-0.06, -0.05, -0.08], [-0.02, 0.01, 0.00], [0.01, 0.00, 0.01], [0.03, 0.16, 0.10]],
  "charge": -2,
  "energy_ha": -4316.88714,
  "e_homo_ha": -0.0946,
  "orbital_gap_ev": 6.745
}

=====

2.
{
  "formula": "C4H5F2NS",
  "method": "ωB97M-V/def2-TZVPD",
  "species": ["N", "C", "C", "F", "F", "H", "C", "C", "S", "H", "H", "H", "H"],
  "positions_angstrom": [[-0.3071, -0.5884, -1.7861], [0.8490, -0.4931, -2.1840], [2.0641, -0.0004, -2.3413], [2.9325, 0.3137, -1.3287], [2.6068, 0.2799, -3.5008], [-0.6696, -1.5417, -1.5312], [-1.2862, -0.1070, 2.3203], [-0.7278, 0.7137, 1.2473], [0.3950, 1.8832, 1.2909], [-1.5530, -1.1336, 1.9241], [-0.7495, 0.0486, 3.2745], [-2.4081, 0.2436, 2.3062], [-1.1463, 0.3814, 0.3088]],
  "atomic_forces_ev_per_a": [[-0.84, -1.01, 0.29], [1.24, 0.61, 0.99], [0.07, 0.33, 0.96], [-1.38, -0.65, -1.06], [0.26, -0.16, -0.55], [0.65, 0.84, -0.66], [-2.50, 0.16, -0.16], [0.81, 0.03, -0.56], [-0.55, -0.53, 0.15], [1.19, 0.65, 0.84], [-0.72, -0.61, -0.37], [1.78, -0.11, 0.78], [-0.02, 0.44, -0.65]],
  "charge": 0,
  "energy_ha": -807.95601,
  "smiles": "N=C=C(F)F.CC=S",
  "relative_energy_kj_mol": 301.42,
  "e_homo_ha": -0.3160,
  "orbital_gap_ev": 8.587
}

=====

3.
{
  "formula": "C5H12O2",
  "method": "ωB97M-V/def2-TZVPD",
  "species": ["C", "C", "C", "C", "O", "H", "H", "H", "H", "H", "H", "H", "H", "C", "O", "H", "H", "H", "H"],
  "positions_angstrom": [[1.6393, -1.1581, 0.1902], [1.5049, 0.1246, -0.1263], [0.7569, 1.1347, 0.7045], [0.0157, 2.1505, -0.1589], [-0.1463, 0.4200, 1.5519], [1.1999, -1.5663, 1.0959], [2.1848, -1.8435, -0.4524], [1.9529, 0.5127, -1.0406], [1.4859, 1.6649, 1.3399], [-0.7251, 1.6390, -0.7819], [-0.4925, 2.8940, 0.4674], [0.7162, 2.6901, -0.8054], [-0.6137, 1.0655, 2.0978], [-1.6211, -1.9208, -0.8662], [-1.7967, -0.5568, -0.5695], [-2.2174, -2.5726, -0.2076], [-1.9566, -2.0804, -1.8951], [-0.5678, -2.2313, -0.7994], [-1.3192, -0.3664, 0.2557]],
  "atomic_forces_ev_per_a": [[0.00, 0.13, -0.04], [0.06, -0.16, 0.02], [0.20, 0.12, -0.12], [-0.04, 0.02, -0.04], [-0.14, 0.14, 0.20], [0.04, 0.07, -0.12], [-0.05, 0.13, 0.08], [-0.04, -0.04, 0.15], [-0.09, -0.07, -0.10], [0.12, 0.10, 0.08], [0.06, -0.13, -0.08], [-0.07, -0.10, 0.09], [0.07, -0.13, -0.05], [-0.04, -0.42, -0.16], [0.08, 0.10, 0.23], [0.10, 0.13, -0.10], [0.03, -0.01, 0.13], [-0.20, 0.09, -0.02], [-0.09, 0.02, -0.13]],
  "charge": 0,
  "energy_ha": -348.14257,
  "smiles": "C=C[C@@H](C)O.CO",
  "relative_energy_kj_mol": 163.44,
  "e_homo_ha": -0.3599,
  "orbital_gap_ev": 10.527
}

=====

4.
{
  "formula": "C30H64ClF4NO8",
  "method": "ωB97M-V/def2-TZVPD",
  "species": ["N", "C", "O", "O", "C", "C", "C", "C", "Cl", "C", "C", "C", "F", "F", "F", "C", "C", "O", "F", "H", "H", "H", "H", "H", "H", "H", "H", "H", "H", "H", "H", "H", "H", "C", "C", "O", "C", "C", "H", "H", "H", "H", "H", "H", "H", "H", "H", "H", "C", "C", "O", "C", "C", "H", "H", "H", "H", "H", "H", "H", "H", "H", "H", "C", "C", "O", "C", "C", "H", "H", "H", "H", "H", "H", "H", "H", "H", "H", "C", "C", "O", "C", "C", "H", "H", "H", "H", "H", "H", "H", "H", "H", "H", "C", "C", "O", "C", "C", "H", "H", "H", "H", "H", "H", "H", "H", "H", "H"],
  "positions_angstrom": [[5.9055, -1.7336, -3.1328], [4.8120, -0.8832, -3.3840], [4.8211, 0.3072, -3.2076], [3.7503, -1.5693, -3.8648], [3.4075, -1.3088, -5.2407], [2.6452, 0.0110, -5.3566], [1.5120, 0.1943, -4.3426], [1.8504, 1.1636, -3.2178], [0.3606, 1.7331, -2.4453], [4.6237, -1.4266, -6.1861], [5.0697, -0.1772, -6.9425], [6.0062, 0.7606, -6.2130], [6.8017, 0.1167, -5.3332], [6.8394, 1.3602, -7.1202], [5.3746, 1.7632, -5.5682], [2.4097, -2.4327, -5.5864], [3.0302, -3.7698, -5.2862], [3.6346, -4.4716, -6.0740], [2.8578, -4.1781, -4.0174], [6.7206, -1.1507, -3.0069], [5.7588, -2.2452, -2.2721], [2.1994, 0.0233, -6.3460], [3.2921, 0.8765, -5.3100], [0.6570, 0.6065, -4.8630], [1.1788, -0.7301, -3.8913], [2.4203, 0.6462, -2.4662], [2.4366, 1.9876, -3.5932], [5.4550, -1.8550, -5.6446], [4.3835, -2.1610, -6.9385], [4.2548, 0.3854, -7.3679], [5.6585, -0.5235, -7.7804], [2.1938, -2.4303, -6.6402], [1.5229, -2.3565, -4.9764], [-0.1475, -2.5500, 1.3002], [1.1008, -2.0047, 0.6307], [1.0274, -0.6253, 0.3319], [0.8313, 0.2421, 1.4332], [1.9272, 0.1748, 2.4828], [-1.0292, -2.3552, 0.6877], [-0.0594, -3.6267, 1.4511], [-0.3146, -2.0897, 2.2752], [1.2509, -2.5055, -0.3268], [1.9879, -2.2200, 1.2385], [-0.1484, 0.0640, 1.8922], [0.7990, 1.2439, 1.0045], [1.9743, -0.8028, 2.9643], [1.7436, 0.9135, 3.2630], [2.9005, 0.3727, 2.0302], [-3.8011, -4.4658, -1.8368], [-3.0880, -4.9142, -0.5724], [-3.6276, -4.3648, 0.6150], [-4.9820, -4.6716, 0.8828], [-5.2636, -6.1573, 1.0318], [-3.8046, -3.3774, -1.9066], [-3.2961, -4.8703, -2.7144], [-4.8372, -4.8058, -1.8656], [-2.0518, -4.5771, -0.6059], [-3.0612, -6.0080, -0.5100], [-5.6339, -4.2310, 0.1198], [-5.2118, -4.1651, 1.8202], [-5.0782, -6.7035, 0.1060], [-6.3072, -6.3150, 1.3048], [-4.6289, -6.5904, 1.8059], [-1.1468, 0.2498, 7.6539], [-0.6363, 0.5488, 6.2552], [-0.1454, -0.5862, 5.5652], [-1.0726, -1.6319, 5.3468], [-2.2837, -1.2224, 4.5266], [-0.3687, -0.2287, 8.2505], [-1.4463, 1.1757, 8.1453], [-2.0130, -0.4133, 7.6415], [0.2045, 1.2395, 6.3188], [-1.4078, 1.0525, 5.6631], [-1.3844, -2.0778, 6.2984], [-0.5163, -2.4011, 4.8099], [-2.8936, -0.4753, 5.0366], [-2.9167, -2.0881, 4.3303], [-1.9664, -0.7961, 3.5735], [-3.4375, 4.5776, -4.8163], [-3.6245, 3.0726, -4.9116], [-3.0017, 2.3484, -3.8706], [-3.4393, 2.6420, -2.5580], [-4.9178, 2.3734, -2.3303], [-2.3766, 4.8276, -4.7792], [-3.8817, 5.0658, -5.6844], [-3.9101, 4.9931, -3.9255], [-3.1648, 2.7089, -5.8308], [-4.6899, 2.8205, -4.9726], [-3.1873, 3.6751, -2.2923], [-2.8515, 2.0000, -1.9019], [-5.5502, 3.0164, -2.9444], [-5.1755, 2.5561, -1.2868], [-5.1593, 1.3385, -2.5759], [0.0360, 5.4560, 9.0189], [0.0230, 4.1837, 8.1892], [-0.6450, 4.3109, 6.9486], [-0.1176, 5.2687, 6.0506], [1.3212, 5.0047, 5.6401], [-0.9810, 5.8119, 9.1872], [0.5040, 5.2671, 9.9853], [0.5944, 6.2565, 8.5321], [-0.5165, 3.4057, 8.7295], [1.0432, 3.8115, 8.0391], [-0.2225, 6.2793, 6.4615], [-0.7583, 5.2211, 5.1703], [2.0071, 5.0729, 6.4856], [1.6389, 5.7367, 4.8974], [1.4192, 4.0060, 5.2122]],
  "atomic_forces_ev_per_a": [[-0.07, 0.42, 0.13], [0.44, 0.43, 0.42], [-0.06, -0.41, -0.43], [0.08, -0.19, 0.11], [-0.74, 0.31, -0.30], [-0.32, -0.12, 0.10], [-0.08, 0.49, 0.01], [0.15, -0.77, -0.21], [-0.16, 0.28, 0.12], [-0.25, 0.40, 0.15], [0.53, -0.37, 0.22], [0.23, 0.56, -0.45], [-0.16, 0.27, -0.17], [-0.35, -0.20, 0.52], [0.33, -0.34, -0.07], [0.68, -0.70, 0.85], [1.23, -1.59, -1.78], [-1.21, 1.42, 1.75], [-0.05, 0.07, -0.22], [0.12, 0.15, 0.20], [-0.11, -0.53, -0.16], [-0.01, -0.02, -0.35], [0.31, 0.02, 0.07], [-0.27, 0.06, -0.16], [-0.05, -0.29, 0.05], [0.22, 0.05, 0.36], [-0.05, 0.45, 0.05], [0.27, -0.09, 0.17], [-0.09, -0.25, -0.26], [-0.27, 0.28, 0.00], [0.19, -0.12, -0.28], [-0.23, 0.19, -0.34], [-0.33, 0.18, 0.00], [-0.07, 0.07, 0.04], [0.01, -0.11, 0.10], [0.09, 0.04, -0.23], [-0.04, 0.11, 0.12], [0.06, -0.14, -0.06], [-0.01, -0.03, -0.01], [0.00, -0.01, -0.02], [0.03, -0.06, 0.03], [0.00, 0.08, -0.05], [-0.02, 0.00, 0.05], [0.02, -0.03, 0.04], [-0.01, -0.03, -0.09], [-0.05, 0.03, 0.07], [-0.02, 0.01, 0.00], [-0.01, 0.04, -0.01], [-0.10, 0.02, 0.04], [0.00, -0.05, -0.12], [0.14, 0.11, 0.11], [-0.14, -0.04, 0.01], [0.10, -0.04, -0.08], [0.03, 0.01, -0.01], [0.03, 0.00, 0.00], [0.02, -0.05, -0.03], [0.01, 0.04, 0.10], [-0.04, -0.01, -0.03], [0.00, -0.04, -0.03], [0.06, 0.05, 0.00], [-0.06, 0.01, -0.02], [-0.01, 0.02, 0.03], [-0.02, 0.01, 0.03], [-0.02, -0.12, -0.01], [-0.09, 0.13, 0.04], [0.20, -0.02, -0.05], [-0.11, -0.09, -0.01], [0.00, 0.13, 0.02], [0.01, 0.02, 0.01], [0.01, 0.03, -0.02], [-0.04, 0.04, 0.00], [0.05, -0.03, -0.06], [-0.04, 0.00, 0.03], [-0.03, 0.04, 0.01], [0.06, 0.02, 0.01], [-0.01, -0.04, 0.04], [0.03, -0.03, -0.03], [-0.02, -0.03, -0.03], [0.02, 0.01, 0.09], [-0.08, 0.08, -0.06], [0.12, -0.16, -0.04], [-0.06, 0.04, 0.11], [-0.04, 0.04, -0.11], [0.01, 0.00, -0.02], [0.01, -0.01, -0.02], [-0.05, 0.01, -0.02], [0.04, -0.06, 0.03], [-0.01, 0.04, 0.02], [-0.05, 0.02, -0.01], [0.08, -0.04, -0.08], [0.00, 0.04, 0.05], [0.02, -0.02, 0.02], [0.02, -0.02, 0.03], [-0.01, 0.07, -0.08], [0.10, 0.01, 0.09], [-0.17, -0.15, -0.02], [0.08, 0.10, -0.09], [0.03, -0.07, 0.12], [-0.01, -0.01, 0.02], [-0.01, -0.02, 0.01], [0.05, -0.02, 0.02], [-0.04, -0.02, -0.05], [0.02, 0.04, 0.00], [0.05, 0.00, 0.02], [-0.06, -0.04, 0.03], [0.01, 0.06, -0.01], [-0.02, 0.00, -0.03], [-0.01, 0.01, -0.04]],
  "charge": 0,
  "energy_ha": -2697.75216,
  "smiles": "NC(=O)O[C@@](CCCCl)(CCC(F)(F)F)CC(=O)F.CCOCC.CCOCC.CCOCC.CCOCC.CCOCC",
  "e_homo_ha": -0.3444,
  "orbital_gap_ev": 9.865
}